C2H6BrClSi | the ωB97M-V functional and the def2-TZVPD basis

XYZ file:
```
11
Properties=species:S:1:pos:R:3:forces:R:3:lowdin_charge:R:1
C 1.37315 -0.24623 0.73587 -0.0929 0.0194 3.9714 -0.24
C 1.48300 0.46520 -0.44357 1.4680 2.6448 -1.5306 -0.09
Si -2.93311 -0.18801 -0.52373 0.7117 0.9322 -0.1551 -0.07
Cl -2.22940 -1.94998 0.27124 0.0036 0.2006 -0.0997 0.14
Br -1.77166 1.63157 0.41244 -0.8013 -1.1251 -0.6818 0.15
H 0.36671 -0.14874 1.15761 -0.2686 -0.0844 0.1541 0.02
H 1.53205 -1.27707 0.66218 0.2942 -1.8272 -0.2332 0.05
H 2.04110 0.13792 1.55252 -0.4119 -0.3224 -0.7754 0.10
H 0.95826 0.35200 -1.31436 -1.4857 -1.1756 -1.9331 0.01
H 1.88632 1.44951 -0.46059 0.5923 0.6645 0.3622 0.04
H -2.70642 -0.22617 -2.04962 -0.0093 0.0731 0.9214 -0.10
```
Forces are in eV/Å.

Its LUMO energy (alpha / beta) is 0.014 / -0.071 Eh. The HOMO energy (alpha / beta) comes out at -8.771 / -7.707 eV. The total energy comes out at -3403.4391 hartree. Its energy above the lowest of the compared OMol25 structures with the same formula, charge and spin is 95.63 kcal per mole. As for the orbital gap (alpha / beta): 9.16 / 5.78 eV.